[1]
Formula: C32H88N8O8
Source: the Open Molecules 2025 dataset
Level of theory: the ωB97M-V functional and the def2-TZVPD basis

Its energy relative to the best compared isomer or geometry (same formula, charge and spin) is 102.5 kcal/mol. The SMILES is COC[C@H](C)N.COC[C@H](C)N.COC[C@H](C)N.COC[C@H](C)N.COC[C@H](C)N.COC[C@H](C)N.COC[C@H](C)N.COC[C@H](C)N.

The geometry in ORCA input format:
```
! wB97M-V def2-TZVPD RIJCOSX def2/J DEFGRID3
* xyz 0 1
C 1.81746 -33.05219 27.14551
O 1.99771 -31.64581 26.95382
C 0.79563 -30.89269 26.83465
C 0.24465 -30.89098 25.36595
C -0.79443 -29.81024 25.16948
N -0.47034 -32.13215 25.17176
H 2.77149 -33.46316 27.47573
H 1.57325 -33.63992 26.26061
H 1.15049 -33.32977 27.96172
H 0.04056 -31.21889 27.54988
H 1.14203 -29.88172 27.04928
H 1.04821 -30.87821 24.62960
H -1.33890 -29.96422 24.23784
H -0.43631 -28.78123 25.20088
H -1.51395 -29.83930 25.98774
H -0.80582 -32.23936 24.22516
H -1.28566 -32.16589 25.76692
C -11.42757 -28.82327 19.46216
O -12.62793 -29.55773 19.35313
C -13.45059 -29.41042 20.43403
C -14.86026 -29.93732 19.99389
C -15.61219 -29.04165 18.93530
N -15.73880 -30.12877 21.12284
H -10.74987 -29.06195 18.64249
H -10.91011 -28.93175 20.41535
H -11.79627 -27.79833 19.42132
H -13.11832 -29.96980 21.30856
H -13.59002 -28.36306 20.70176
H -14.75210 -30.86946 19.43934
H -16.28755 -29.63140 18.31547
H -14.96228 -28.47768 18.26622
H -16.25901 -28.36238 19.49057
H -15.26730 -30.74175 21.77250
H -16.61276 -30.56729 20.86985
C -2.80787 -39.14269 22.15014
O -2.69630 -38.14100 21.16051
C -3.24715 -36.89564 21.60891
C -3.18655 -35.79253 20.47488
C -1.85784 -35.83983 19.78550
N -3.42157 -34.41941 20.93226
H -2.62130 -40.14364 21.76105
H -3.82356 -39.24987 22.53092
H -2.12414 -38.94550 22.97581
H -4.25755 -36.94655 22.01463
H -2.63266 -36.43932 22.38497
H -3.91121 -36.02512 19.69457
H -1.84216 -35.09369 18.99107
H -1.74863 -36.83473 19.35381
H -0.93796 -35.75551 20.36413
H -3.12683 -33.79632 20.19402
H -4.41923 -34.32534 21.05842
C -8.62898 -25.38673 24.18021
O -9.88077 -25.91494 24.56783
C -10.98303 -25.00758 24.64874
C -10.71952 -23.86845 25.69131
C -10.55468 -24.47822 27.03772
N -11.80175 -22.95615 25.73182
H -8.14615 -24.66179 24.83553
H -8.65590 -25.02511 23.15230
H -7.91331 -26.20726 24.23164
H -11.26338 -24.70464 23.63992
H -11.77803 -25.65087 25.02590
H -9.78279 -23.37406 25.43395
H -9.82956 -25.28993 26.97912
H -11.49337 -24.97736 27.27817
H -10.18513 -23.66230 27.65886
H -11.84956 -22.52452 24.81995
H -11.60026 -22.15345 26.31076
C 7.18527 -28.35966 13.38873
O 6.11638 -29.25874 13.68286
C 5.68481 -29.88064 12.52785
C 4.72622 -31.05397 12.72692
C 5.28848 -32.09284 13.62150
N 4.49010 -31.66335 11.45229
H 7.71024 -28.00822 14.27699
H 6.64698 -27.57540 12.85650
H 8.00006 -28.76526 12.78897
H 5.21466 -29.22896 11.79139
H 6.56412 -30.27662 12.01980
H 3.84932 -30.54665 13.12914
H 4.59153 -32.91897 13.76244
H 5.53871 -31.77963 14.63510
H 6.21878 -32.48614 13.21166
H 4.34375 -32.65964 11.53042
H 5.35098 -31.69818 10.92526
C -3.14204 -27.82970 18.53085
O -2.02702 -28.46508 17.93442
C -1.11839 -27.48144 17.40005
C 0.18011 -28.22269 16.92739
C 0.89983 -28.80370 18.05808
N 1.12647 -27.31591 16.33730
H -3.76325 -28.52841 19.09120
H -3.80035 -27.38560 17.78419
H -2.90936 -27.10763 19.31352
H -1.56175 -26.97904 16.54032
H -0.78604 -26.65085 18.02276
H -0.15360 -29.01234 16.25419
H 1.85380 -29.28125 17.83449
H 0.31951 -29.60353 18.51807
H 1.16861 -28.11407 18.85825
H 2.01840 -27.71871 16.08766
H 0.77181 -26.81230 15.53686
C 8.32061 -22.02726 15.13131
O 7.91449 -22.63300 16.35470
C 6.49500 -22.81988 16.69477
C 6.29068 -23.42606 18.10274
C 6.81107 -24.84783 18.40325
N 4.88642 -23.41893 18.42347
H 9.38967 -22.13866 14.95022
H 8.13160 -20.95539 15.19031
H 7.79449 -22.51881 14.31298
H 6.00392 -21.84826 16.64109
H 6.07527 -23.41390 15.88293
H 6.64573 -22.70554 18.83955
H 6.59452 -25.17811 19.41918
H 7.89514 -24.78917 18.30601
H 6.45584 -25.51619 17.61889
H 4.45995 -24.10296 17.81491
H 4.44788 -22.53339 18.21465
C 1.74321 -23.85388 11.75055
O 0.55502 -24.51752 11.44102
C 0.71229 -25.15923 10.17127
C -0.56478 -25.99579 9.78939
C -0.73813 -27.21111 10.68607
N -0.45094 -26.43517 8.38681
H 2.65629 -24.43711 11.63128
H 1.70581 -23.60759 12.81171
H 1.97421 -22.93665 11.20885
H 0.86398 -24.53792 9.28863
H 1.60472 -25.78353 10.21516
H -1.45711 -25.38314 9.91784
H 0.07065 -27.92963 10.55300
H -1.68639 -27.68416 10.43085
H -0.89756 -26.92621 11.72603
H 0.28406 -27.12588 8.33387
H -1.27958 -26.99836 8.25928
*
```

=====

[2]
Formula: C32H89ClF3O20S14Tl
Source: the Open Molecules 2025 dataset
Level of theory: the ωB97M-V functional and the def2-TZVPD basis

The geometry in ORCA input format:
```
! wB97M-V def2-TZVPD RIJCOSX def2/J DEFGRID3
* xyz 2 1
Tl -2.36615 -0.31970 2.82983
Cl -0.03384 0.38743 0.07828
O -1.39658 0.19095 0.72167
O 0.21342 1.78809 0.24724
O 0.96399 -0.34406 0.80061
O -0.18108 0.12775 -1.30046
C -2.07674 -0.87580 7.73001
S -3.14530 -0.49513 6.29207
O -2.58911 -1.23051 5.09582
C -4.64256 -1.36862 6.91797
H -1.92079 -1.91212 7.85835
H -2.58387 -0.47824 8.59569
H -1.12406 -0.35441 7.50733
H -4.85946 -0.97033 7.92970
H -4.53707 -2.46370 6.92775
H -5.42586 -0.98271 6.25945
C 3.43324 3.73227 -5.50859
S 3.18666 2.06481 -4.85493
O 3.65959 2.24723 -3.43398
C 1.35873 2.30390 -4.80128
H 4.51020 3.88462 -5.55220
H 2.98373 4.36287 -4.74743
H 2.95052 3.94960 -6.45403
H 0.89860 2.28406 -5.77843
H 1.27173 3.24376 -4.30141
H 0.91715 1.52422 -4.23066
C 5.14071 -2.02316 2.64129
S 4.70900 -0.56582 1.60564
O 4.49491 0.55702 2.58223
C 6.38581 -0.27556 0.93037
H 5.91912 -1.71129 3.34827
H 5.44375 -2.81694 1.93157
H 4.21843 -2.42631 3.13863
H 6.49452 -1.12356 0.29110
H 7.06032 -0.27505 1.82215
H 6.36040 0.64338 0.39694
C -0.85563 -5.09638 -1.47161
S -1.77200 -4.11337 -2.63047
O -1.15176 -2.77471 -2.50769
C -3.20017 -3.89379 -1.58342
H 0.19022 -5.26228 -1.87979
H -1.30265 -6.05914 -1.59615
H -0.86825 -4.64648 -0.46255
H -3.73880 -4.82457 -1.37152
H -3.84099 -3.18652 -2.06347
H -2.85954 -3.45735 -0.61895
C 4.90486 -1.20967 -3.04192
S 6.55673 -0.54750 -2.65160
O 7.30954 -1.54013 -1.79925
C 7.06664 -0.55922 -4.35763
H 5.00702 -2.11802 -3.60777
H 4.36650 -0.42580 -3.54874
H 4.44086 -1.53664 -2.11411
H 8.02837 -0.13046 -4.39725
H 6.39638 0.01434 -4.93808
H 7.02473 -1.61129 -4.62191
C -3.64384 3.89944 1.51024
S -2.64703 2.43220 1.11763
O -3.33624 1.29431 2.03374
C -3.54278 2.11867 -0.47680
H -3.45006 4.65967 0.69825
H -3.28088 4.16351 2.50604
H -4.71986 3.68657 1.48393
H -4.43295 2.69685 -0.45888
H -3.75113 1.05028 -0.36534
H -2.91994 2.22669 -1.33834
C 1.34495 1.65494 2.84730
S 0.75975 0.71334 4.24609
O -0.44867 -0.13827 3.64229
C 1.93630 -0.64065 4.27303
H 1.88305 0.87754 2.27963
H 2.08296 2.40255 3.15252
H 0.53926 2.09189 2.28302
H 2.89237 -0.24232 4.58780
H 1.88723 -1.02346 3.26068
H 1.55349 -1.27570 5.04267
C -4.87888 -0.62967 -5.19421
S -3.98514 0.37903 -3.88933
O -4.47757 -0.07748 -2.56797
C -2.37509 -0.41931 -4.20644
H -5.91151 -0.51956 -4.87072
H -4.61240 -1.68466 -5.06757
H -4.76464 -0.21063 -6.21416
H -2.52103 -1.46879 -4.01255
H -1.57111 0.00850 -3.52812
H -2.11544 -0.29507 -5.20631
C -1.53967 4.82263 6.31786
S -0.78057 4.14680 4.83115
O -1.94571 3.81699 3.88563
C -0.15910 5.70757 4.07578
H -0.77902 5.28288 6.91472
H -2.05875 4.01697 6.84890
H -2.23543 5.50109 5.86056
H 0.35573 5.37354 3.12495
H 0.50934 6.34391 4.70491
H -1.10956 6.18224 3.81661
C 3.92956 2.39528 -0.21833
S 2.53889 3.59106 -0.65184
O 2.15411 4.29602 0.62260
C 3.49279 4.85607 -1.50020
H 3.73510 1.44935 -0.79375
H 3.85417 2.11396 0.86800
H 4.89908 2.89399 -0.42702
H 4.28181 5.14369 -0.82594
H 2.81499 5.71399 -1.66966
H 3.92618 4.47643 -2.45407
C 1.79876 -2.73758 -0.86782
S 2.23756 -3.28433 0.82869
O 1.09655 -3.25872 1.80140
C 2.45902 -5.00536 0.33860
H 1.95938 -1.63505 -0.95240
H 0.74780 -2.96274 -1.20273
H 2.59037 -3.15529 -1.51577
H 1.44444 -5.30649 -0.01911
H 2.63959 -5.50235 1.30486
H 3.29970 -5.05665 -0.35590
C -6.89719 0.54820 2.25010
S -6.00460 -1.05006 2.03632
O -4.75886 -1.01662 2.92574
C -7.11746 -2.20079 2.98121
H -7.14207 0.73259 3.30380
H -7.81707 0.67168 1.66528
H -6.15220 1.27706 1.92068
H -8.08467 -2.11648 2.48514
H -7.20688 -1.90108 4.01334
H -6.71697 -3.24222 2.87135
C -1.88836 4.79157 -3.36749
S -0.48811 5.55315 -2.56345
O -0.57521 7.06853 -2.87343
C -1.08416 5.40830 -0.91099
H -1.61533 4.79471 -4.41723
H -2.83231 5.36677 -3.24063
H -1.94333 3.77804 -3.02377
H -0.28216 5.46215 -0.22429
H -1.47637 4.39778 -0.81183
H -1.83877 6.16366 -0.77497
C -3.91273 -4.33469 3.90822
S -2.50938 -3.92780 2.74925
O -2.54785 -2.40079 2.72529
C -1.05305 -4.33574 3.73497
H -4.44542 -3.37655 3.87264
H -3.57695 -4.62778 4.93367
H -4.53099 -5.15591 3.51516
H -0.99817 -5.43655 3.65933
H -1.23386 -3.99101 4.77308
H -0.11684 -3.94565 3.35476
C 0.85939 -1.26618 -4.24395
C 1.07359 -2.64695 -4.76349
O 2.39556 -2.62543 -5.45192
C 2.92154 -3.78395 -5.79528
O 2.52840 -4.85154 -5.43213
C 4.30390 -3.54461 -6.47973
F 4.69309 -4.55370 -7.25705
F 4.21364 -2.43951 -7.29563
F 5.18772 -3.38812 -5.52816
H 0.83912 -0.49856 -5.02322
H 1.42143 -1.02328 -3.36721
H -0.17994 -1.31997 -3.84581
H 0.35541 -2.86919 -5.53571
H 1.19001 -3.39370 -3.96346
*
```

=====

[3]
Formula: C32H90F3N7O13PPt
Source: the Open Molecules 2025 dataset
Level of theory: the ωB97M-V functional and the def2-TZVPD basis

The expectation value of S² is 2.01. Its energy relative to the best compared isomer or geometry (same formula, charge and spin) is 104.3 kcal/mol.

The geometry in ORCA input format:
```
! wB97M-V def2-TZVPD RIJCOSX def2/J DEFGRID3
* xyz 5 3
Pt 0.57997 0.67166 -1.66626
P -0.33084 -0.25796 0.40210
O -0.34831 1.26352 0.16196
O -0.88292 -0.78129 1.71607
O 1.13853 -0.48822 -0.02766
O -0.98042 -0.76724 -0.97222
C 0.24572 2.09391 3.45991
C 1.07381 3.10438 2.73430
C 2.04593 3.85747 3.61544
O 2.89954 4.65362 2.85265
C 2.36200 5.90302 2.52298
N 1.81240 2.18258 1.71401
H 1.24682 1.80811 0.96568
H 2.59954 2.71550 1.37267
H 2.13430 1.43583 2.31304
H -0.56366 2.65390 3.92834
H 0.70698 1.61882 4.32572
H -0.42287 1.41524 2.93030
H 0.55999 3.83469 2.10922
H 2.67499 3.07905 4.04723
H 1.49049 4.41682 4.36824
H 1.35457 5.86497 2.10856
H 3.00968 6.44955 1.83748
H 2.24827 6.48130 3.43991
C 6.20752 -1.73898 0.42529
C 5.33374 -1.00131 -0.47336
C 5.09030 -1.48270 -1.88168
O 4.49033 -2.78310 -1.68477
C 4.77983 -3.73395 -2.61980
N 4.00519 -0.78293 0.32537
H 3.36416 -1.55988 0.25104
H 4.03123 -0.44715 1.27756
H 3.47869 -0.11010 -0.21333
H 6.42405 -1.12264 1.29784
H 7.06855 -2.12729 -0.11872
H 5.75089 -2.67714 0.74065
H 5.70983 0.00232 -0.67181
H 6.03958 -1.53521 -2.41480
H 4.40426 -0.82873 -2.41999
H 4.36532 -3.64914 -3.62434
H 4.10331 -4.55550 -2.38428
H 5.73629 -4.25667 -2.62625
C -1.63360 -3.87314 -0.51834
C -0.18306 -4.38074 -0.84036
C -0.19559 -5.62643 -1.84466
O -0.33519 -5.28903 -3.20970
C -0.68081 -6.40420 -4.03780
N 0.64820 -3.20585 -1.32272
H 1.58376 -3.58529 -1.29348
H 0.44896 -2.82579 -2.23703
H 0.47164 -2.41382 -0.72138
H -1.88693 -3.06545 0.16836
H -2.13069 -4.78939 -0.19980
H -2.11437 -3.49833 -1.42193
H 0.14787 -4.78453 0.11647
H -0.89794 -6.40980 -1.55984
H 0.83488 -5.94406 -1.68547
H -0.30693 -6.20050 -5.04120
H -1.75442 -6.51808 -4.18777
H -0.50060 -7.40239 -3.63875
C -5.13933 -0.91830 2.36634
C -4.00598 0.01769 2.77159
C -4.64290 1.20891 3.64308
O -3.51929 1.93902 3.98239
C -3.75505 3.24799 4.50536
N -2.92553 -0.76856 3.48097
H -2.02790 -0.79379 3.01866
H -2.77335 -0.32479 4.37540
H -3.06609 -1.76656 3.54674
H -4.90900 -1.41046 1.42145
H -6.03258 -0.31953 2.18836
H -5.26016 -1.65715 3.15855
H -3.44108 0.33017 1.89333
H -5.22124 0.80931 4.47611
H -5.28640 1.85905 3.05034
H -2.83902 3.68038 4.90788
H -4.47016 3.27144 5.32765
H -4.21305 3.93114 3.79006
C 0.14029 -1.53532 4.84324
C 0.73889 -2.71297 4.10973
C -0.09883 -4.02325 4.03654
O 0.31151 -4.76859 2.85325
C -0.75225 -5.73510 2.42922
N 1.25882 -2.19340 2.76323
H 0.49086 -1.80873 2.23185
H 1.86270 -1.42897 3.02984
H 1.81709 -2.90054 2.30673
H 0.91696 -0.83551 5.15169
H -0.24655 -1.79740 5.82801
H -0.70420 -1.13488 4.28236
H 1.68616 -3.03970 4.53872
H -1.15308 -3.78748 4.18167
H 0.15915 -4.64162 4.89628
H -0.43264 -6.28979 1.54702
H -1.54570 -5.02731 2.18928
H -1.17671 -6.33253 3.23607
C -3.07655 3.81208 1.06102
C -2.46192 4.00437 -0.32630
C -1.26916 4.97990 -0.39414
O -0.88920 5.09651 -1.74804
C -0.31063 6.27505 -2.09930
N -2.23868 2.69061 -1.05061
H -1.65458 2.12520 -0.45124
H -3.08687 2.14593 -1.11377
H -1.78876 2.90293 -1.92958
H -4.00936 3.25364 1.13922
H -3.46791 4.71609 1.52762
H -2.36915 3.37505 1.76578
H -3.31422 4.31244 -0.93193
H -0.45817 4.57604 0.21191
H -1.43217 5.99598 -0.03483
H 0.25756 6.02907 -2.99639
H 0.41782 6.54171 -1.33356
H -1.04622 7.03333 -2.36768
C -2.22041 -2.21519 -4.42010
C -3.12617 -0.95729 -3.99549
C -4.45232 -1.07684 -4.74770
O -5.56150 -0.20779 -4.42704
C -5.71585 1.12178 -4.83413
N -3.37918 -0.98053 -2.46648
H -2.54437 -1.22708 -1.95422
H -3.81258 -0.21218 -1.97464
H -4.11618 -1.64587 -2.28143
H -1.21050 -2.07899 -4.03328
H -2.28963 -2.40349 -5.49148
H -2.48743 -3.17992 -3.98872
H -2.57802 -0.06925 -4.31014
H -4.80136 -2.10768 -4.80810
H -4.33801 -0.84354 -5.80628
H -6.37857 1.24506 -5.69069
H -4.79745 1.69647 -4.95407
H -6.27052 1.67082 -4.07322
C 3.11329 2.76666 -2.04733
O 4.39024 2.36961 -2.43225
O 2.51575 1.67586 -1.47415
C 3.22818 4.05864 -1.16038
F 3.80918 5.11549 -1.78391
F 2.04044 4.57878 -0.84002
F 3.86282 3.81283 0.01919
C 4.63290 2.02303 -3.81478
C 6.08158 1.40442 -3.86206
H 6.40707 1.78821 -4.82894
H 6.76285 1.58959 -3.03160
H 6.00857 0.32085 -3.95498
H 4.56879 2.77439 -4.60183
H 3.91048 1.30451 -4.20200
H 2.64871 3.07743 -2.98311
*
```

=====

Number 1: calculated total energy -62904.3235 eV. Number 2: calculated total energy -252605.9782 eV. Number 3: calculated total energy -92324.3405 eV.